(1)
{
  "formula": "C21H17Cl2N3NiO2",
  "method": "ωB97M-V/def2-TZVPD",
  "species": ["Ni", "Cl", "C", "C", "C", "Cl", "C", "C", "C", "C", "N", "C", "C", "O", "H", "H", "H", "H", "C", "C", "C", "C", "C", "C", "C", "C", "C", "C", "H", "H", "H", "H", "H", "H", "H", "C", "N", "C", "N", "O", "H", "H", "H", "H", "H", "H"],
  "coordinates": [[1.34802, -0.05130, 0.60573], [5.45904, -1.01225, -1.93782], [4.04382, -1.98751, -1.77802], [3.97287, -3.20782, -2.45531], [2.87378, -4.01759, -2.34199], [2.82346, -5.51959, -3.21375], [1.78768, -3.64381, -1.52420], [0.63287, -4.42083, -1.30374], [-0.33284, -3.96707, -0.44558], [-0.16363, -2.72850, 0.18623], [0.88337, -1.96244, -0.02290], [1.86739, -2.39751, -0.85506], [2.99883, -1.51696, -0.98167], [3.00168, -0.38931, -0.35692], [4.80228, -3.51410, -3.07765], [0.52697, -5.37196, -1.80678], [-1.22381, -4.54642, -0.24822], [-0.91078, -2.35593, 0.87721], [-3.63277, 1.52058, -2.00840], [-3.04259, 0.28519, -1.67623], [-1.80507, 0.24433, -1.09725], [-1.08004, 1.42940, -0.81452], [0.20315, 1.39892, -0.19097], [0.83972, 2.60560, 0.02518], [0.26360, 3.84146, -0.34381], [-0.97320, 3.87436, -0.91960], [-1.67742, 2.67525, -1.16842], [-2.96375, 2.68517, -1.76252], [-4.61588, 1.54054, -2.46211], [-3.56845, -0.63642, -1.89509], [-1.33973, -0.70141, -0.86188], [1.82274, 2.63043, 0.49136], [0.80506, 4.76343, -0.16463], [-1.42969, 4.81672, -1.20185], [-3.40365, 3.64099, -2.02536], [-1.87469, 2.32644, 3.31826], [-0.92060, 1.46210, 2.65903], [0.06051, 0.77023, 3.25860], [0.11470, 0.79245, 4.61374], [0.91769, 0.14247, 2.60821], [-2.44735, 2.84679, 2.55614], [-1.37655, 3.07413, 3.94028], [-2.57431, 1.75607, 3.93534], [-0.83337, 1.50357, 1.65114], [-0.65082, 1.13017, 5.16778], [0.79178, 0.19195, 5.04797]],
  "e_above_lowest_kcal_mol": 4.3,
  "homo_energy_ev": [-7.3, -7.4],
  "orbital_gap_ev": [7.26, 7.22],
  "charge": 0,
  "multiplicity": 3,
  "s_squared": 2.007
}

(2)
{
  "formula": "C3H8N2S",
  "method": "ωB97M-V/def2-TZVPD",
  "species": ["C", "N", "N", "C", "C", "S", "H", "H", "H", "H", "H", "H", "H", "H"],
  "coordinates": [[-0.86677, 1.19119, 1.49105], [-0.98795, -0.17005, 1.02093], [0.15485, -0.93268, 1.10539], [0.91690, -0.94692, 0.05392], [0.67705, -0.25900, -1.26379], [0.87749, -1.45765, -2.61416], [-0.10433, 1.70632, 0.90901], [-0.61924, 1.22297, 2.57809], [-1.85730, 1.70002, 1.33176], [-1.71396, -0.66014, 1.52260], [1.85934, -1.50786, 0.16745], [-0.30576, 0.18810, -1.30500], [1.41716, 0.53428, -1.39950], [0.55251, -0.60858, -3.59774]],
  "e_above_lowest_kcal_mol": 55.1,
  "smiles": "CN/N=C\\CS",
  "homo_energy_ev": -8.3,
  "orbital_gap_ev": 9.10,
  "charge": 0,
  "multiplicity": 1
}

(3)
{
  "formula": "C8H8Cl2O3",
  "method": "ωB97M-V/def2-TZVPD",
  "species": ["C", "C", "C", "C", "O", "C", "O", "C", "O", "C", "Cl", "C", "Cl", "H", "H", "H", "H", "H", "H", "H", "H"],
  "coordinates": [[-0.73642, -0.78695, 1.13122], [0.05774, 0.15766, 0.16631], [0.17940, -0.46620, -1.21917], [-0.39813, 1.59823, 0.06606], [0.04356, 2.51308, 0.65402], [1.68682, 0.20637, 1.02935], [1.46958, 0.74231, 2.29876], [2.44554, -1.12207, 0.91550], [2.22120, -2.27723, 1.22609], [3.49334, -0.36671, 0.18885], [4.87406, -0.89659, -0.57021], [2.77120, 0.79394, 0.17160], [3.02892, 2.36121, -0.40893], [-0.46101, -1.73740, 0.80630], [-1.85356, -0.48998, 1.01613], [-0.50410, -0.66013, 2.23501], [-0.68742, -0.42456, -1.82064], [0.38793, -1.55326, -1.10795], [1.06735, -0.09092, -1.84981], [-1.35395, 1.81963, -0.48402], [1.11272, 1.67864, 2.23463]],
  "e_above_lowest_kcal_mol": 0.0,
  "smiles": "CC(C)(C=O)[C@@]1(O)C(=O)C(Cl)=C1Cl",
  "homo_energy_ev": -9.4,
  "orbital_gap_ev": 9.27,
  "charge": 0,
  "multiplicity": 1
}

(4)
{
  "formula": "C17H24B2O19Ti",
  "method": "ωB97M-V/def2-TZVPD",
  "species": ["Ti", "O", "C", "O", "B", "O", "C", "O", "O", "C", "O", "C", "O", "O", "O", "C", "O", "B", "O", "C", "O", "O", "C", "O", "C", "O", "O", "C", "C", "C", "O", "H", "H", "H", "H", "H", "H", "H", "H", "C", "C", "C", "O", "H", "H", "H", "H", "H", "H", "H", "H", "C", "C", "C", "O", "H", "H", "H", "H", "H", "H", "H", "H"],
  "coordinates": [[0.43854, -0.22710, -1.01337], [1.56911, -2.73495, 7.62763], [0.73085, -2.58889, 6.70459], [1.01439, -2.36763, 5.42892], [-0.19026, -2.45423, 4.55985], [-1.28839, -2.39491, 5.62071], [-0.85185, -2.76429, 6.77190], [-1.57727, -3.03992, 7.78359], [-0.28193, -3.72060, 3.78449], [-0.10515, -3.44346, 2.43604], [-0.00875, -4.23908, 1.44955], [-0.20102, -1.97190, 2.37925], [-0.24233, -1.43920, 3.58311], [-0.16464, -1.25280, 1.38810], [-2.80066, 7.59476, -1.48245], [-2.93908, 6.46532, -1.88756], [-2.72637, 5.35152, -1.25015], [-2.89285, 4.16515, -2.22011], [-3.11182, 4.81548, -3.51490], [-3.18685, 6.09552, -3.32373], [-3.43739, 7.00128, -4.19494], [-1.64008, 3.39754, -2.40760], [-1.85587, 2.11599, -2.18103], [-1.04807, 1.16505, -2.37558], [-3.26468, 2.01734, -1.61914], [-3.95360, 3.18089, -1.88163], [-3.70624, 0.96387, -1.27493], [2.03500, 2.97417, 1.86315], [0.82714, 2.15951, 1.50524], [-0.62155, 2.68712, 1.79332], [0.97150, 1.84925, 0.16060], [2.07073, 3.96175, 1.40325], [2.98282, 2.54177, 1.54257], [2.06541, 3.08441, 2.94713], [0.96935, 1.14872, 1.88756], [-0.95184, 2.71683, 2.83165], [-1.31590, 1.90794, 1.47890], [-0.76183, 3.69868, 1.41233], [1.12533, 2.69308, -0.27056], [-1.21878, -2.43038, -3.37309], [-1.38704, -2.82563, -1.94315], [-1.40767, -4.33185, -1.69248], [-0.23416, -2.34434, -1.33885], [-0.89001, -1.41630, -3.60037], [-2.21111, -2.56479, -3.80358], [-0.46283, -2.99303, -3.92087], [-2.28238, -2.29086, -1.62614], [-2.27983, -4.82762, -2.11869], [-1.45453, -4.51307, -0.61867], [-0.49616, -4.79421, -2.07126], [0.08832, -2.94597, -0.66384], [4.31314, -2.12708, -2.08981], [3.61388, -1.00516, -1.29260], [3.00595, 0.27784, -2.03232], [2.53783, -1.62698, -0.76054], [4.89119, -1.60550, -2.85265], [3.68893, -2.81165, -2.66412], [5.07922, -2.55546, -1.44350], [4.20321, -0.57546, -0.48258], [2.70033, 1.07827, -1.35852], [2.07724, -0.01014, -2.52495], [3.70052, 0.60123, -2.80762], [2.75112, -2.47560, -0.36564]],
  "homo_energy_ev": [-5.6, -9.4],
  "orbital_gap_ev": [3.49, 3.37],
  "charge": 0,
  "multiplicity": 5,
  "s_squared": 6.017
}

(5)
{
  "formula": "C12H6Cl3IrO7S6Sb",
  "method": "ωB97M-V/def2-TZVPD",
  "species": ["Ir", "S", "Sb", "S", "S", "S", "O", "S", "O", "O", "C", "C", "C", "C", "C", "C", "S", "O", "O", "O", "H", "H", "H", "H", "Cl", "C", "C", "C", "Cl", "C", "O", "C", "Cl", "C", "H", "H"],
  "coordinates": [[0.45781, 1.31728, -1.04355], [0.49127, -4.58765, -2.68947], [1.51964, -2.89231, -3.83321], [0.76511, 1.98504, -3.53425], [2.45122, 1.64314, -2.60369], [3.50139, -3.51378, -4.76805], [-2.53836, -1.36388, -0.53485], [-1.15523, -0.99270, -0.40931], [-0.48059, -0.65465, -1.68799], [-0.91978, 0.14057, 0.51550], [-0.28921, -2.41984, 0.22280], [-1.09974, -3.45938, 0.65319], [-0.54938, -4.63823, 1.12865], [0.82393, -4.77996, 1.17876], [1.63885, -3.74246, 0.75963], [1.10176, -2.55803, 0.27953], [2.33656, -1.39080, -0.30282], [3.52375, -1.69098, 0.45522], [2.44151, -1.57831, -1.73955], [1.81891, -0.03935, 0.04613], [-2.16991, -3.33745, 0.57886], [-1.19927, -5.44850, 1.43369], [1.27066, -5.70630, 1.51622], [2.71403, -3.84346, 0.78299], [-3.67024, 5.84558, 2.78552], [-2.39567, 5.07557, 1.86716], [-2.71935, 4.23547, 0.82024], [-1.70204, 3.63608, 0.10271], [-2.13510, 2.61506, -1.23615], [-0.33131, 3.82301, 0.39135], [0.64470, 3.27563, -0.26917], [-0.07658, 4.70230, 1.46874], [1.57664, 5.00790, 1.89109], [-1.07519, 5.31853, 2.19706], [-3.75019, 4.04275, 0.55976], [-0.82061, 5.97415, 3.01726]],
  "e_above_lowest_kcal_mol": 27.3,
  "homo_energy_ev": [-1.1, -1.1],
  "orbital_gap_ev": [4.69, 3.76],
  "charge": -2,
  "multiplicity": 6,
  "s_squared": 8.768
}

(6)
{
  "formula": "C40H51ClF3N6O10Si",
  "method": "ωB97M-V/def2-TZVPD",
  "species": ["C", "C", "C", "C", "C", "C", "Cl", "C", "C", "O", "N", "C", "O", "F", "N", "C", "C", "C", "C", "O", "C", "O", "C", "N", "C", "C", "O", "O", "N", "C", "F", "F", "C", "C", "Si", "C", "C", "C", "C", "C", "C", "C", "C", "H", "H", "H", "H", "H", "H", "H", "H", "H", "H", "H", "H", "H", "H", "H", "H", "H", "H", "H", "H", "H", "H", "H", "H", "H", "H", "H", "H", "H", "H", "H", "H", "H", "H", "H", "H", "H", "H", "H", "H", "H", "C", "C", "C", "C", "C", "C", "N", "O", "O", "H", "H", "H", "H", "H", "C", "C", "C", "C", "C", "C", "N", "O", "O", "H", "H", "H", "H", "H"],
  "coordinates": [[-3.74811, -2.15605, 1.87676], [-2.59068, -3.01181, 1.26365], [-3.23617, -4.27902, 0.63848], [-1.90862, -2.10917, 0.23214], [-0.76869, -2.80919, -0.55521], [0.55700, -2.02619, -0.65684], [1.81284, -3.39757, -0.41144], [1.01210, -1.02226, 0.40473], [1.00422, -1.50566, 1.85222], [0.55664, -2.56371, 2.19648], [1.52661, -0.57403, 2.85719], [0.42863, -0.04590, 3.59667], [-0.12918, 0.98629, 3.36593], [0.03447, -0.79049, 4.63947], [2.33742, -0.65210, -0.16655], [2.79671, 0.71756, 0.20500], [3.95538, 0.73715, 1.25804], [3.67814, 1.78248, 2.36075], [4.96446, 2.61637, 2.63653], [4.54272, 3.82651, 3.27881], [4.24886, 4.77082, 2.33016], [3.25551, 5.43593, 2.41136], [2.34231, -0.98755, -1.47933], [3.31473, -0.97034, -2.33529], [4.66216, -0.51620, -2.00926], [5.35118, -1.36412, -0.93546], [4.93275, -2.40200, -0.50716], [6.54407, -0.87065, -0.50717], [1.03489, -1.45510, -1.90902], [0.38337, -0.26780, -2.46264], [1.11581, 0.87462, -2.27614], [0.37170, -0.44526, -3.81136], [-1.04573, -0.01075, -2.02595], [-1.60512, 1.23950, -2.77779], [-1.95533, 2.67896, -1.57810], [-0.60577, 2.78275, -0.23166], [-1.92033, 4.31494, -2.50597], [-3.57016, 2.31337, -0.67714], [-4.03985, 3.08455, 0.37013], [-5.19785, 2.75351, 1.01879], [-5.92530, 1.64995, 0.66117], [-5.47524, 0.89219, -0.39050], [-4.31437, 1.20970, -1.04917], [-4.51494, -2.09246, 1.09798], [-3.36274, -1.13843, 2.01107], [-4.13594, -2.58753, 2.79735], [-1.92695, -3.29646, 2.08544], [-2.82880, -5.19187, 1.08494], [-4.29595, -4.29522, 0.89683], [-3.09572, -4.37633, -0.43875], [-2.67774, -1.80953, -0.49190], [-1.61166, -1.18652, 0.74627], [-1.06139, -3.10901, -1.56576], [-0.54484, -3.73442, -0.03024], [0.34398, -0.14617, 0.46081], [2.05744, -1.11097, 3.54513], [3.07740, 1.27533, -0.68933], [1.97903, 1.27853, 0.66383], [4.13019, -0.26395, 1.65589], [4.84801, 1.03623, 0.69326], [2.93340, 2.51201, 2.02780], [3.39780, 1.32780, 3.30697], [5.51066, 2.81364, 1.70727], [5.57205, 2.05116, 3.34499], [4.97053, 4.80380, 1.49327], [3.06622, -1.27321, -3.26899], [4.66646, 0.55214, -1.77717], [5.25054, -0.60283, -2.92823], [6.57296, 0.06675, -0.74594], [-1.15176, 0.20576, -0.96179], [-1.65411, -0.88560, -2.26029], [-2.50905, 0.97174, -3.32967], [-0.90752, 1.63488, -3.52187], [-0.68502, 3.74033, 0.28857], [-0.80228, 1.95682, 0.46443], [0.38879, 2.71655, -0.68308], [-2.39084, 5.14598, -1.97675], [-2.29413, 4.22496, -3.53091], [-0.85837, 4.58439, -2.61472], [-3.48268, 3.95539, 0.70293], [-5.51973, 3.37065, 1.85146], [-6.82901, 1.37106, 1.18762], [-6.03609, 0.00852, -0.67908], [-4.02021, 0.54205, -1.85167], [5.26050, 9.15110, -1.22484], [5.89408, 8.35233, -2.16907], [5.44071, 7.06536, -2.40595], [4.34950, 6.59585, -1.69390], [3.71198, 7.37884, -0.74619], [4.17399, 8.66285, -0.51073], [3.85138, 5.23871, -1.95550], [4.44432, 4.56228, -2.77366], [2.87601, 4.85909, -1.33439], [5.61505, 10.15776, -1.04547], [6.74095, 8.73495, -2.72195], [5.93611, 6.44647, -3.13983], [2.86457, 7.00334, -0.19013], [3.68517, 9.28455, 0.22655], [-5.14304, -10.61827, 1.99840], [-6.33197, -10.27756, 1.36745], [-6.39647, -9.14352, 0.57421], [-5.26282, -8.36534, 0.42012], [-4.07279, -8.68842, 1.04818], [-4.01604, -9.82224, 1.84206], [-5.32174, -7.17614, -0.43894], [-6.38262, -6.90713, -0.96026], [-4.30180, -6.52763, -0.58091], [-5.09420, -11.50771, 2.61314], [-7.20872, -10.89822, 1.49171], [-7.32270, -8.88064, 0.08440], [-3.19376, -8.07256, 0.92553], [-3.09181, -10.08824, 2.33669]],
  "e_above_lowest_kcal_mol": 0.0,
  "homo_energy_ev": -11.2,
  "orbital_gap_ev": 8.05,
  "charge": 1,
  "multiplicity": 1
}

Calculated M in order - 472.98; 104.18; 223.06; 601.85; 874.91; 896.41 g mol⁻¹
Calculated electronic energy in order - -3553.9536; -626.7354; -1455.6467; -2991.0988; -5101.9092; -3684.6404 a.u.